(i)
Entry from OMol25: a 3-piece molecular cluster, C2H12NO2S overall (wB97M-V/def2-TZVPD).

```
18
Properties=species:S:1:pos:R:3:mulliken_charge:R:1
C -0.561 0.047 1.383 -0.58
C 0.722 0.775 0.994 -0.53
S 1.012 2.540 0.729 -0.16
N -1.180 -0.640 0.067 -0.27
H -0.392 -0.786 2.056 0.35
H -1.337 0.790 1.557 0.42
H 1.520 0.332 1.603 0.39
H 1.116 0.118 0.100 0.19
H 2.340 2.471 0.730 0.16
H -2.003 -1.051 0.502 0.37
H -1.310 0.195 -0.498 0.29
H -0.421 -1.324 -0.322 0.36
H -1.326 1.597 -2.312 0.31
H 0.115 2.028 -2.491 0.32
O -0.423 1.322 -2.114 -0.62
H 0.196 -3.434 -0.610 0.30
H 1.416 -2.452 -0.859 0.30
O 0.517 -2.527 -0.516 -0.62
```

Results
Frontier orbital gap: 0.345 Ha
Molecular weight: 114.2 g/mol
Total charge: +1
E_HOMO: -0.4596 Eh
Lowest unoccupied orbital energy: -0.1145 Eh
2S+1: 1



(ii)
Entry from OMol25: a 3-piece molecular cluster, C2H12NO2S overall (wB97M-V/def2-TZVPD).

```
18
Properties=species:S:1:pos:R:3:mulliken_charge:R:1
C -0.185 0.186 -0.554 -0.46
C 0.147 0.968 0.712 -0.72
S -0.157 0.067 2.253 -0.19
N 0.696 -1.043 -0.636 -0.18
H -0.004 0.803 -1.419 0.39
H -1.182 -0.239 -0.501 0.29
H -0.448 1.877 0.727 0.30
H 1.179 1.309 0.664 0.43
H -1.492 0.136 2.177 0.18
H 0.612 -1.468 -1.553 0.38
H 0.366 -1.747 0.054 0.24
H 1.681 -0.871 -0.427 0.36
H 0.605 -4.109 0.922 0.32
H 0.069 -3.031 1.919 0.32
O 0.180 -3.248 0.981 -0.68
H -0.693 3.347 -2.547 0.29
H -0.828 3.939 -1.157 0.30
O -0.546 3.123 -1.614 -0.60
```

Results
Frontier orbital gap: 0.373 Ha
Molecular weight: 114.2 g/mol
Total charge: +1
E_HOMO: -0.4852 Eh
Lowest unoccupied orbital energy: -0.1125 Eh
2S+1: 1



Which is most stable, and by how much? (ii), by 0.0492 hartree.



(i)
Entry from OMol25: a 4-piece molecular cluster, CH10O3S2 overall (wB97M-V/def2-TZVPD).

```
16
Properties=species:S:1:pos:R:3:mulliken_charge:R:1
C 4.310 1.004 -0.539 -0.75
S 3.555 1.165 1.123 -0.09
S 1.968 -0.218 0.925 -0.20
H 5.121 1.661 -0.471 0.27
H 3.562 1.402 -1.220 0.29
H 4.651 0.014 -0.826 0.30
H 1.122 0.794 0.757 0.18
O -7.694 2.190 -1.861 -0.64
H -7.403 2.027 -2.762 0.32
H -6.952 2.457 -1.313 0.32
O -1.458 -2.895 -0.758 -0.64
H -0.885 -2.987 -1.529 0.31
H -0.801 -2.945 -0.053 0.30
O -4.268 -2.027 -0.173 -0.64
H -3.473 -2.460 -0.513 0.37
H -3.936 -1.715 0.678 0.29
```

Results
Frontier orbital gap: 0.340 Ha
Molecular weight: 134.2 g/mol
E_HOMO: -0.3403 Eh
SMILES: CSS.O.O.O
Lowest unoccupied orbital energy: -0.0007 Eh
2S+1: 1



(ii)
Entry from OMol25: a 5-piece molecular cluster, CH10O3S2 overall (wB97M-V/def2-TZVPD).

```
16
Properties=species:S:1:pos:R:3:mulliken_charge:R:1
C -0.779 1.434 -0.494 -0.96
S 0.469 1.320 0.817 0.28
S -0.737 1.665 2.379 -0.23
H -1.231 0.415 -0.316 0.47
H -0.409 1.641 -1.452 0.36
H -1.394 2.368 -0.167 0.33
H 0.836 -0.571 -1.501 -0.13
H -1.494 -0.074 1.976 0.26
H -2.891 -0.711 1.698 0.29
O -1.963 -0.885 1.644 -0.56
H 0.591 -2.281 -0.182 0.31
H 0.134 -2.147 1.189 0.31
O 0.788 -2.664 0.681 -0.62
H 2.029 0.347 -1.764 0.15
H 3.001 -0.428 -2.430 0.37
O 3.051 0.570 -2.079 -0.63
```

Results
Frontier orbital gap: 0.155 Ha
Molecular weight: 134.2 g/mol
E_HOMO: -0.3194 Eh
Lowest unoccupied orbital energy: -0.1641 Eh
2S+1: 1



Which is most stable, and by how much? (i), by 0.2233 hartree.